(1)
C20H32F6N3O4PtS3 as an isolated structure, computed with wB97M-V/def2-TZVPD.

Each line ends with the Löwdin spin population.
Atoms and positions in Å:
1 Pt 1.273 1.605 0.517  1.1021
2 C -2.317 2.635 3.172  0.0045
3 C -1.157 3.037 2.310  0.0390
4 C 0.149 2.967 2.804  0.1124
5 C 1.259 3.381 2.047  -0.0082
6 C 2.611 3.556 2.686  -0.0025
7 C 1.008 3.847 0.715  0.0263
8 C -0.306 3.900 0.193  0.0555
9 C -0.540 4.473 -1.172  0.0050
10 C -1.363 3.495 1.008  0.0433
11 H -3.010 1.997 2.623  0.0009
12 H -2.875 3.516 3.492  0.0014
13 H -1.988 2.104 4.064  -0.0001
14 H 0.319 2.603 3.811  0.0048
15 H 3.419 3.401 1.973  -0.0003
16 H 2.745 2.867 3.518  -0.0004
17 H 2.696 4.573 3.073  -0.0013
18 H 1.816 4.301 0.147  0.0086
19 H 0.027 3.939 -1.933  0.0017
20 H -0.220 5.516 -1.193  0.0013
21 H -1.593 4.429 -1.441  -0.0001
22 H -2.371 3.551 0.615  0.0015
23 F 1.037 -0.599 -4.638  0.0003
24 C 0.304 -0.537 -3.552  0.0021
25 F 0.518 -1.616 -2.787  0.0004
26 F -0.981 -0.522 -3.891  0.0012
27 S 0.631 1.028 -2.576  0.0110
28 O -0.619 1.300 -1.937  -0.0006
29 O 1.220 1.959 -3.477  0.0067
30 N 1.637 0.607 -1.341  0.0920
31 S 3.167 0.084 -1.590  0.0053
32 O 3.591 -0.524 -0.368  -0.0009
33 O 3.266 -0.588 -2.841  0.0083
34 C 4.185 1.639 -1.741  0.0008
35 F 3.679 2.586 -0.929  0.0132
36 F 4.180 2.085 -2.978  0.0001
37 F 5.421 1.369 -1.359  0.0004
38 C -0.254 -4.728 1.784  0.0000
39 C 0.168 -5.374 0.468  0.0000
40 C 1.426 -4.798 -0.183  0.0006
41 C 1.315 -3.392 -0.762  0.0033
42 N 1.307 -2.348 0.277  0.0195
43 C 0.429 -1.425 0.602  0.0426
44 S 1.038 -0.236 1.777  0.3769
45 N -0.810 -1.288 0.175  0.0117
46 C -1.684 -2.212 -0.567  0.0013
47 C -3.122 -2.137 -0.048  0.0002
48 C -3.991 -1.068 -0.711  0.0000
49 C -3.622 0.365 -0.337  0.0001
50 H -1.073 -5.285 2.238  0.0000
51 H -0.596 -3.699 1.665  0.0000
52 H 0.573 -4.719 2.497  0.0000
53 H -0.659 -5.348 -0.250  0.0000
54 H 0.354 -6.434 0.650  0.0000
55 H 1.721 -5.446 -1.012  0.0001
56 H 2.258 -4.823 0.527  0.0000
57 H 0.444 -3.281 -1.401  0.0002
58 H 2.188 -3.177 -1.380  0.0005
59 H 2.209 -2.208 0.714  0.0050
60 H -1.243 -0.413 0.441  0.0013
61 H -1.299 -3.217 -0.430  0.0001
62 H -1.646 -1.966 -1.630  0.0004
63 H -3.094 -1.980 1.035  0.0000
64 H -3.579 -3.116 -0.197  0.0001
65 H -5.030 -1.255 -0.434  0.0000
66 H -3.940 -1.184 -1.797  0.0000
67 H -3.656 0.503 0.748  0.0000
68 H -4.320 1.075 -0.782  0.0000
69 H -2.633 0.649 -0.702  0.0000

⟨S²⟩: 2.018
2S+1: 3
Gap between HOMO and LUMO (spin up / spin down), eV: 8.8 / 6.6
LUMO (spin up / spin down), eV: -2.6 / -5.7
HOMO (spin up / spin down), eV: -11.410 / -12.272
Total charge: +1
Calculated total energy, a.u.: -3159.3443
Relative energy (zero: lowest compared OMol25 entry of this formula, charge and spin), eV: 0.284



(2)
A 2-piece molecular cluster, C3H6ClN overall, computed with wB97M-V/def2-TZVPD.

Each line ends with the Löwdin charge.
Atoms and positions in Å:
1 C -1.047 1.349 -0.274  -0.1734
2 C -0.754 0.289 0.683  -0.1323
3 C 2.380 -1.296 -0.169  0.0849
4 N -1.577 -0.020 -0.298  -0.3962
5 Cl -3.407 -0.278 -0.090  0.4172
6 H -1.723 2.152 0.000  0.0913
7 H -0.350 1.587 -1.067  0.0884
8 H -0.644 0.099 1.724  0.1000
9 H 2.289 -2.058 -0.910  -0.0246
10 H 2.378 -1.551 0.867  -0.0267
11 H 2.456 -0.272 -0.465  -0.0286

Gap between HOMO and LUMO (spin up / spin down), eV: 8.1 / 8.1
LUMO (spin up / spin down), eV: -0.8 / 0.0
HOMO (spin up / spin down), eV: -8.947 / -8.075
Calculated total energy, a.u.: -632.6202
Relative energy (zero: lowest compared OMol25 entry of this formula, charge and spin), eV: 5.620



(3)
C47H46N7O3PRbS4 as an isolated structure at a distorted geometry, computed with wB97M-V/def2-TZVPD.

Each line ends with the Löwdin charge.
Atoms and positions in Å:
1 Rb -0.664 -0.577 0.001  0.8094
2 N 1.632 0.249 2.150  0.0576
3 C 1.702 1.177 3.177  -0.3381
4 C 2.886 1.379 3.898  -0.0360
5 C 2.950 2.319 4.912  -0.1049
6 C 1.830 3.067 5.249  -0.1115
7 C 0.661 2.898 4.520  -0.0871
8 C 0.590 1.996 3.465  -0.3018
9 P -0.841 1.828 2.318  1.1006
10 C -2.148 2.761 3.235  -0.3673
11 C -2.200 4.152 3.353  -0.1070
12 C -3.215 4.767 4.073  -0.0863
13 C -4.199 4.002 4.689  -0.0999
14 C -4.158 2.620 4.585  -0.0871
15 C -3.139 2.008 3.863  -0.0907
16 C -0.399 3.134 1.086  -0.3576
17 C 0.908 3.545 0.845  -0.0681
18 C 1.180 4.514 -0.116  -0.0860
19 C 0.149 5.089 -0.843  -0.1024
20 C -1.161 4.680 -0.617  -0.0992
21 C -1.427 3.703 0.328  -0.1219
22 H 2.456 -0.326 2.025  0.0154
23 H 0.836 -0.398 2.212  -0.0108
24 H 3.752 0.771 3.660  0.1074
25 H 3.880 2.453 5.453  0.0955
26 H 1.870 3.784 6.060  0.0899
27 H -0.208 3.486 4.782  0.0898
28 H -1.441 4.760 2.877  0.1109
29 H -3.234 5.847 4.161  0.0986
30 H -4.988 4.484 5.254  0.0954
31 H -4.918 2.015 5.066  0.0991
32 H -3.105 0.928 3.789  0.0893
33 H 1.722 3.117 1.418  0.1032
34 H 2.204 4.820 -0.292  0.1024
35 H 0.362 5.852 -1.584  0.0998
36 H -1.974 5.121 -1.182  0.1014
37 H -2.450 3.382 0.493  0.1086
38 O -1.561 -3.001 0.910  -0.1395
39 C -0.600 -2.763 1.690  -0.7712
40 O -0.461 -1.691 2.336  -0.2040
41 C 0.418 -3.873 1.866  -0.1709
42 C -0.008 -5.033 2.510  -0.0519
43 C 0.847 -6.105 2.722  -0.1247
44 C 2.157 -6.012 2.264  -0.1249
45 C 2.583 -4.873 1.596  -0.1584
46 C 1.731 -3.774 1.370  -0.6144
47 S 2.307 -2.379 0.475  0.6245
48 H -1.036 -5.085 2.856  0.1101
49 H 0.498 -6.992 3.237  0.0822
50 H 2.852 -6.829 2.424  0.0888
51 H 3.602 -4.806 1.228  0.0824
52 C 0.665 2.217 -2.902  -0.0940
53 C -0.823 2.264 -2.821  -0.6296
54 N -1.539 1.621 -1.960  0.0599
55 C -2.890 1.830 -2.147  -0.3348
56 C -3.202 2.656 -3.177  -0.3594
57 S -1.771 3.193 -3.947  1.0329
58 C -3.834 1.165 -1.233  -0.3329
59 C -5.188 1.150 -1.315  -0.3591
60 S -5.843 0.203 -0.045  1.0432
61 C -4.236 -0.119 0.538  -0.6170
62 N -3.320 0.447 -0.177  0.0137
63 C -3.973 -1.026 1.695  -0.0684
64 H 1.076 1.983 -1.922  0.0686
65 H 1.078 3.164 -3.250  0.0773
66 H 0.979 1.426 -3.585  0.0413
67 H -4.175 2.972 -3.519  0.0689
68 H -5.826 1.634 -2.039  0.0687
69 H -4.844 -1.118 2.344  0.0758
70 H -3.109 -0.669 2.257  0.0553
71 H -3.677 -2.012 1.329  0.0759
72 N -1.351 -3.937 -2.987  0.0613
73 C -1.548 -3.296 -4.192  -0.1199
74 C -1.188 -2.000 -3.970  -0.1627
75 N -0.778 -1.836 -2.663  -0.0021
76 C -0.886 -3.017 -2.105  -0.2187
77 H -1.524 -4.904 -2.783  0.1455
78 H -1.915 -3.807 -5.066  0.0955
79 H -1.195 -1.175 -4.666  0.0921
80 H -0.670 -3.259 -1.071  0.0892
81 C 7.716 -2.958 0.509  -0.1100
82 C 7.066 -2.063 -0.540  -0.2563
83 C 5.719 -1.550 -0.053  -0.2131
84 N 4.987 -0.812 -1.083  0.0241
85 C 4.097 -1.183 -1.997  -0.8363
86 S 3.326 -0.021 -2.945  0.6116
87 N 3.716 -2.488 -2.272  0.0615
88 C 4.048 -3.769 -1.877  -0.4363
89 O 4.924 -4.103 -1.117  0.0792
90 C 3.162 -4.794 -2.530  -0.1309
91 C 2.858 -4.751 -3.886  -0.0319
92 C 2.093 -5.760 -4.458  -0.0900
93 C 1.622 -6.803 -3.672  -0.1009
94 C 1.917 -6.837 -2.314  -0.0678
95 C 2.695 -5.842 -1.745  0.0017
96 H 8.666 -3.361 0.152  0.0656
97 H 7.057 -3.796 0.742  0.0719
98 H 7.911 -2.407 1.434  0.0702
99 H 6.910 -2.631 -1.457  0.0968
100 H 7.721 -1.219 -0.782  0.1039
101 H 5.858 -0.858 0.780  0.1252
102 H 5.098 -2.365 0.296  0.0558
103 H 5.064 0.191 -1.061  0.1080
104 H 2.899 -2.449 -2.862  0.0802
105 H 3.232 -3.942 -4.504  0.1174
106 H 1.866 -5.729 -5.517  0.0982
107 H 1.026 -7.590 -4.119  0.0951
108 H 1.542 -7.645 -1.698  0.1038
109 H 2.928 -5.848 -0.687  0.0984

Gap between HOMO and LUMO, eV: 5.5
LUMO, eV: 1.9
HOMO, eV: -3.619
Total charge: -1
Calculated total energy, a.u.: -4386.0381
Relative energy (zero: lowest compared OMol25 entry of this formula, charge and spin), eV: 0.218



(4)
An isolated ion of composition C2H6N3S and charge +1 at a distorted geometry, computed with wB97M-V/def2-TZVPD.

Each line ends with the Löwdin spin population.
Atoms and positions in Å:
1 C -1.297 -0.673 -1.152  0.0550
2 C 0.568 -1.058 0.279  0.0541
3 N -0.173 -1.253 -1.014  0.2881
4 N 0.129 0.023 1.099  0.6206
5 N 0.578 1.313 0.641  0.0306
6 S -2.250 0.270 -0.100  0.8866
7 H -1.711 -0.557 -2.199  0.0136
8 H 0.330 -1.912 0.866  0.0106
9 H 1.650 -1.004 -0.151  0.0191
10 H 1.009 1.282 -0.325  0.0003
11 H 1.352 1.543 1.328  0.0116
12 H -0.183 2.027 0.729  0.0100

⟨S²⟩: 2.030
2S+1: 3
Gap between HOMO and LUMO (spin up / spin down), eV: 10.1 / 6.4
LUMO (spin up / spin down), eV: -3.9 / -7.6
HOMO (spin up / spin down), eV: -13.964 / -13.998
Total charge: +1
Calculated total energy, a.u.: -641.8150
Relative energy (zero: lowest compared OMol25 entry of this formula, charge and spin), eV: 1.313



Among the records above, which one has the highest calculated total energy? C3H6ClN



Please write out number 2 again, unchanged.
A 2-piece molecular cluster, C3H6ClN overall, computed with wB97M-V/def2-TZVPD.

Each line ends with the Löwdin charge.
Atoms and positions in Å:
1 C -1.047 1.349 -0.274  -0.1734
2 C -0.754 0.289 0.683  -0.1323
3 C 2.380 -1.296 -0.169  0.0849
4 N -1.577 -0.020 -0.298  -0.3962
5 Cl -3.407 -0.278 -0.090  0.4172
6 H -1.723 2.152 0.000  0.0913
7 H -0.350 1.587 -1.067  0.0884
8 H -0.644 0.099 1.724  0.1000
9 H 2.289 -2.058 -0.910  -0.0246
10 H 2.378 -1.551 0.867  -0.0267
11 H 2.456 -0.272 -0.465  -0.0286

Gap between HOMO and LUMO (spin up / spin down), eV: 8.1 / 8.1
LUMO (spin up / spin down), eV: -0.8 / 0.0
HOMO (spin up / spin down), eV: -8.947 / -8.075
Calculated total energy, a.u.: -632.6202
Relative energy (zero: lowest compared OMol25 entry of this formula, charge and spin), eV: 5.620



Which of these has the lowest relative energy (zero: lowest compared OMol25 entry of this formula, charge and spin)? C47H46N7O3PRbS4